A structure of composition C3H3N5. Source: the OMol25 dataset; level of theory: the ωB97M-V functional and the def2-TZVPD basis.

ORCA input file:
```
! RIJCOSX wB97M-V def2-TZVPD def2/J DEFGRID3
* xyz 0 1
C -0.9218 0.3637 0.6107
C 0.4158 -1.5014 -0.0989
C 1.6236 0.2580 -0.6193
H -2.1880 1.9420 1.3437
H 0.1801 -2.5471 -0.0872
H 2.5452 0.8642 -0.7021
N -1.5054 0.8543 1.5539
N -0.7172 -1.0621 0.4355
N 1.6096 -0.9197 -0.1256
N 0.4373 0.8857 -1.1115
N -0.8590 0.9588 -0.7393
*
```

Results
**ΔE to the lowest compared entry with this formula, charge and spin**: 106.0 kcal/mol
**LUMO level**: -1.483 eV
**HOMO level**: -0.355 Ha
**Gap between HOMO and LUMO**: 8.19 eV
**DFT total energy**: -389.69972 Ha

***

A structure of composition C21H24BCoN7O2S3. Source: the OMol25 dataset; level of theory: the ωB97M-V functional and the def2-TZVPD basis.

ORCA input file:
```
! RIJCOSX wB97M-V def2-TZVPD def2/J DEFGRID3
* xyz -1 5
Co 11.3016 7.8242 10.8717
C 12.0752 7.1006 6.8330
C 12.2389 7.7017 8.1654
O 11.2904 7.5243 9.0237
C 13.3941 8.5210 8.3482
C 13.7207 9.1370 9.5545
C 14.8426 10.1622 9.6087
N 13.1361 8.5974 10.6958
N 13.7406 8.9664 11.8210
C 13.0459 8.4412 12.8473
O 12.0170 7.7313 12.6494
C 13.4288 8.6687 14.2387
C 12.7276 8.0224 15.2618
C 13.1423 8.1414 16.5898
C 14.2900 8.8625 16.8898
C 14.9153 9.5813 15.9199
C 14.5433 9.4785 14.5843
H 11.3611 6.2656 6.8344
H 13.0415 6.6636 6.5143
H 11.8108 7.9483 6.1343
H 14.0588 8.6883 7.4874
H 14.6043 11.0254 9.0211
H 15.8223 9.7516 9.2269
H 14.9287 10.4054 10.6692
H 11.8203 7.4132 15.0266
H 12.5551 7.5930 17.3411
H 14.6966 8.8486 17.9233
H 15.6031 10.3589 16.1524
H 15.1358 10.0171 13.8438
C 10.0583 5.2331 13.5345
N 9.0100 6.2910 13.5293
C 8.3187 6.7542 14.6480
C 7.6042 7.8138 14.2172
N 7.9579 8.1428 12.9056
B 7.8270 9.4702 12.0662
N 8.7395 10.5783 12.7640
C 8.4895 11.1394 13.9760
C 9.5983 11.7244 14.4617
N 10.5753 11.6440 13.4425
C 11.9796 11.9396 13.6896
C 9.9863 10.9526 12.3692
S 10.8561 10.3000 11.0781
C 8.6839 7.0885 12.4424
S 9.2106 6.7693 10.8447
H 9.9050 4.5142 14.3396
H 11.0609 5.7510 13.5319
H 10.0053 4.5596 12.5938
H 8.3651 6.2318 15.5834
H 6.8705 8.4411 14.7384
H 6.7026 9.8788 12.0761
H 8.0930 9.2844 10.9458
H 7.5352 11.1584 14.4459
H 9.7399 12.3454 15.3389
H 12.2093 13.0232 13.7448
H 12.6379 11.5294 12.8670
H 12.2928 11.4501 14.6369
S 6.1379 8.9172 7.5018
C 5.2989 9.3805 8.7940
N 4.7499 9.7766 9.7874
*
```

Results
**LUMO level (spin up / spin down)**: 1.590 / -0.014 eV
**Expectation value of S²**: 6.0396
**HOMO level (spin up / spin down)**: -0.106 / -0.105 Ha
**Gap between HOMO and LUMO (spin up / spin down)**: 4.46 / 2.86 eV
**DFT total energy**: -3950.66305 Ha

***

An isolated molecule of C5H13NOS. Source: the OMol25 dataset; level of theory: the ωB97M-V functional and the def2-TZVPD basis.

ORCA input file:
```
! RIJCOSX wB97M-V def2-TZVPD def2/J DEFGRID3
* xyz 0 1
C -0.7556 -1.4896 -0.8789
C -0.7830 -0.2115 -0.0240
C -0.7493 -0.4270 1.5154
C -1.9086 0.7348 -0.3766
C 0.5111 0.4729 -0.4047
O 0.7797 1.7815 0.1480
S 1.9352 -0.4415 0.4777
N 3.3881 0.0265 -0.1230
H 0.1738 -1.9246 -0.7513
H -1.5482 -2.2015 -0.5429
H -0.9038 -1.1269 -2.0229
H -0.3262 0.5415 1.9656
H -1.7443 -0.6084 1.8524
H -0.0345 -1.1823 1.7551
H -1.8314 0.9539 -1.4349
H -1.8410 1.7325 0.1953
H -2.9077 0.3380 -0.0725
H 0.7102 0.5623 -1.4184
H 0.3218 1.8106 0.9579
H 3.8665 0.7012 0.3301
H 3.6471 -0.0424 -1.1475
*
```

Results
**SMILES**: CC(C)(C)[C@@H](O)SN
**ΔE to the lowest compared entry with this formula, charge and spin**: 47.3 kcal/mol
**LUMO level**: 0.758 eV
**HOMO level**: -0.290 Ha
**Gap between HOMO and LUMO**: 8.64 eV
**DFT total energy**: -726.42569 Ha

***

Please write out number 2 again, unchanged.
A structure of composition C21H24BCoN7O2S3. Source: the OMol25 dataset; level of theory: the ωB97M-V functional and the def2-TZVPD basis.

ORCA input file:
```
! RIJCOSX wB97M-V def2-TZVPD def2/J DEFGRID3
* xyz -1 5
Co 11.3016 7.8242 10.8717
C 12.0752 7.1006 6.8330
C 12.2389 7.7017 8.1654
O 11.2904 7.5243 9.0237
C 13.3941 8.5210 8.3482
C 13.7207 9.1370 9.5545
C 14.8426 10.1622 9.6087
N 13.1361 8.5974 10.6958
N 13.7406 8.9664 11.8210
C 13.0459 8.4412 12.8473
O 12.0170 7.7313 12.6494
C 13.4288 8.6687 14.2387
C 12.7276 8.0224 15.2618
C 13.1423 8.1414 16.5898
C 14.2900 8.8625 16.8898
C 14.9153 9.5813 15.9199
C 14.5433 9.4785 14.5843
H 11.3611 6.2656 6.8344
H 13.0415 6.6636 6.5143
H 11.8108 7.9483 6.1343
H 14.0588 8.6883 7.4874
H 14.6043 11.0254 9.0211
H 15.8223 9.7516 9.2269
H 14.9287 10.4054 10.6692
H 11.8203 7.4132 15.0266
H 12.5551 7.5930 17.3411
H 14.6966 8.8486 17.9233
H 15.6031 10.3589 16.1524
H 15.1358 10.0171 13.8438
C 10.0583 5.2331 13.5345
N 9.0100 6.2910 13.5293
C 8.3187 6.7542 14.6480
C 7.6042 7.8138 14.2172
N 7.9579 8.1428 12.9056
B 7.8270 9.4702 12.0662
N 8.7395 10.5783 12.7640
C 8.4895 11.1394 13.9760
C 9.5983 11.7244 14.4617
N 10.5753 11.6440 13.4425
C 11.9796 11.9396 13.6896
C 9.9863 10.9526 12.3692
S 10.8561 10.3000 11.0781
C 8.6839 7.0885 12.4424
S 9.2106 6.7693 10.8447
H 9.9050 4.5142 14.3396
H 11.0609 5.7510 13.5319
H 10.0053 4.5596 12.5938
H 8.3651 6.2318 15.5834
H 6.8705 8.4411 14.7384
H 6.7026 9.8788 12.0761
H 8.0930 9.2844 10.9458
H 7.5352 11.1584 14.4459
H 9.7399 12.3454 15.3389
H 12.2093 13.0232 13.7448
H 12.6379 11.5294 12.8670
H 12.2928 11.4501 14.6369
S 6.1379 8.9172 7.5018
C 5.2989 9.3805 8.7940
N 4.7499 9.7766 9.7874
*
```

Results
**LUMO level (spin up / spin down)**: 1.590 / -0.014 eV
**Expectation value of S²**: 6.0396
**HOMO level (spin up / spin down)**: -0.106 / -0.105 Ha
**Gap between HOMO and LUMO (spin up / spin down)**: 4.46 / 2.86 eV
**DFT total energy**: -3950.66305 Ha

***

- Which value of DFT total energy does entry 1 give?
  -389.69972 Ha

***

Please write out number 3 again, unchanged.
An isolated molecule of C5H13NOS. Source: the OMol25 dataset; level of theory: the ωB97M-V functional and the def2-TZVPD basis.

ORCA input file:
```
! RIJCOSX wB97M-V def2-TZVPD def2/J DEFGRID3
* xyz 0 1
C -0.7556 -1.4896 -0.8789
C -0.7830 -0.2115 -0.0240
C -0.7493 -0.4270 1.5154
C -1.9086 0.7348 -0.3766
C 0.5111 0.4729 -0.4047
O 0.7797 1.7815 0.1480
S 1.9352 -0.4415 0.4777
N 3.3881 0.0265 -0.1230
H 0.1738 -1.9246 -0.7513
H -1.5482 -2.2015 -0.5429
H -0.9038 -1.1269 -2.0229
H -0.3262 0.5415 1.9656
H -1.7443 -0.6084 1.8524
H -0.0345 -1.1823 1.7551
H -1.8314 0.9539 -1.4349
H -1.8410 1.7325 0.1953
H -2.9077 0.3380 -0.0725
H 0.7102 0.5623 -1.4184
H 0.3218 1.8106 0.9579
H 3.8665 0.7012 0.3301
H 3.6471 -0.0424 -1.1475
*
```

Results
**SMILES**: CC(C)(C)[C@@H](O)SN
**ΔE to the lowest compared entry with this formula, charge and spin**: 47.3 kcal/mol
**LUMO level**: 0.758 eV
**HOMO level**: -0.290 Ha
**Gap between HOMO and LUMO**: 8.64 eV
**DFT total energy**: -726.42569 Ha

***

- DFT total energy of number 1 (C3H3N5)?
  -389.69972 Ha